C18H29F6N2O4P2PdSSeSi as an isolated structure. Source: the Open Molecules 2025 dataset; level of theory: the ωB97M-V functional and the def2-TZVPD basis.

ORCA input file:
```
! RIJCOSX wB97M-V def2-TZVPD def2/J DEFGRID3
* xyz 0 2
Pd 0.1656 0.0424 0.1242
F 1.0979 -1.5629 1.7896
P 0.8565 -0.6103 3.1091
F 2.3331 -0.9574 3.6188
F 0.2128 -1.8246 3.9090
F 0.6117 0.4224 4.3076
F 1.4794 0.6433 2.2060
F -0.6273 -0.2178 2.4912
C -3.6906 -0.1187 -2.4670
N -2.7684 -1.1461 -2.8505
C -3.0474 -2.4262 -3.2435
C -1.8682 -3.0756 -3.4047
N -0.8728 -2.1772 -3.1242
C -1.4291 -0.9986 -2.7585
S -0.6406 0.4283 -2.3722
H -4.7061 -0.4804 -2.5953
H -3.5340 0.7694 -3.0804
H -3.5032 0.1439 -1.4210
H -4.0521 -2.7693 -3.3779
H -1.6645 -4.0830 -3.7064
H 0.1091 -2.3821 -3.0008
O -0.1789 -2.1749 -0.4649
C -1.3777 -2.0978 -0.0945
O -1.9617 -1.0130 0.1246
C -2.1870 -3.3547 -0.0054
C -1.5682 -4.5950 0.0267
C -2.3059 -5.7714 0.1217
C -3.6744 -5.6494 0.1748
O -4.6249 -6.6298 0.2664
C -5.8659 -5.9600 0.3410
O -5.6622 -4.5769 0.1514
C -4.3002 -4.4000 0.1214
C -3.5817 -3.2376 0.0355
H -0.4908 -4.6302 -0.0029
H -1.8341 -6.7385 0.1575
H -6.3173 -6.1346 1.3337
H -6.5410 -6.3458 -0.4373
H -4.0490 -2.2673 0.0172
C 5.5242 0.6697 -1.1405
Si 4.1732 0.0908 0.0928
C 3.8803 -1.7933 0.0270
C 4.6256 0.7956 1.8082
Se 2.2099 1.0735 -0.7540
H 6.4943 0.2800 -0.8515
H 5.5889 1.7531 -1.1536
H 5.3186 0.3457 -2.1549
H 4.6937 -2.3499 0.4814
H 3.7613 -2.1384 -0.9975
H 2.9681 -2.0388 0.5643
H 5.6918 0.6953 1.9892
H 4.0996 0.2757 2.6006
H 4.3700 1.8492 1.8821
C -1.6084 3.2560 -0.6668
P -1.0705 2.1207 0.6843
C -2.6153 1.9408 1.6585
C -0.0829 3.2513 1.7363
H -1.9217 4.2117 -0.2490
H -2.4384 2.8093 -1.2100
H -0.7870 3.4099 -1.3654
H -3.1486 2.8892 1.7115
H -2.3584 1.5955 2.6571
H -3.2430 1.1848 1.1910
H -0.6578 4.1464 1.9666
H 0.8328 3.5198 1.2111
H 0.1867 2.7353 2.6559
*
```

Output
Maximum force (eV/Å): 2.85
E (eV): -152736.06690
HOMO-LUMO gap (spin up / spin down) (eV): 5.8 / 6.3